{"formula": "C18H36Br2O8", "method": "wB97M-V/def2-TZVPD", "symbols": ["C", "C", "O", "C", "C", "O", "H", "H", "H", "H", "H", "H", "H", "H", "C", "C", "O", "C", "C", "O", "H", "H", "H", "H", "H", "H", "H", "H", "C", "C", "O", "C", "C", "O", "H", "H", "H", "H", "H", "H", "H", "H", "C", "C", "O", "C", "C", "O", "H", "H", "H", "H", "H", "H", "H", "H", "Br", "C", "C", "Br", "H", "H", "H", "H"], "positions_angstrom": [[-5.378, 1.978, -3.338], [-4.870, 3.047, -2.352], [-3.556, 3.514, -2.645], [-2.566, 2.623, -2.551], [-1.192, 3.204, -2.811], [-2.730, 1.521, -2.086], [-6.463, 2.050, -3.372], [-5.171, 0.993, -2.913], [-4.785, 2.013, -4.249], [-5.494, 3.935, -2.405], [-4.933, 2.611, -1.352], [-0.871, 3.494, -1.809], [-1.320, 4.058, -3.472], [-0.564, 2.403, -3.185], [8.120, 0.086, 1.484], [7.240, -0.305, 0.314], [6.087, 0.508, 0.276], [5.018, -0.030, -0.338], [3.835, 0.919, -0.233], [4.976, -1.081, -0.894], [8.594, 1.060, 1.309], [8.987, -0.558, 1.623], [7.541, 0.192, 2.400], [7.802, -0.282, -0.625], [7.059, -1.381, 0.419], [2.991, 0.539, -0.805], [4.137, 1.889, -0.620], [3.529, 0.940, 0.814], [-2.450, -5.442, -2.118], [-1.222, -5.207, -1.253], [-1.674, -5.347, 0.109], [-0.802, -5.227, 1.093], [-1.382, -5.411, 2.476], [0.402, -5.179, 0.912], [-2.194, -5.602, -3.164], [-3.140, -4.612, -1.994], [-2.940, -6.366, -1.804], [-0.366, -5.843, -1.456], [-0.909, -4.164, -1.339], [-2.429, -5.643, 2.280], [-1.273, -4.471, 3.011], [-0.872, -6.249, 2.935], [0.374, 1.898, 4.248], [0.401, 2.656, 2.941], [-0.937, 2.781, 2.476], [-1.205, 3.124, 1.228], [-2.684, 2.977, 0.948], [-0.404, 3.467, 0.400], [-0.148, 2.511, 4.994], [1.328, 1.739, 4.747], [-0.199, 0.976, 4.174], [0.893, 3.626, 3.040], [1.017, 2.144, 2.196], [-2.882, 2.749, -0.096], [-3.201, 3.881, 1.267], [-3.041, 2.144, 1.553], [0.583, 0.312, -2.060], [0.022, 0.277, -0.203], [-1.147, -0.646, 0.034], [-1.137, -1.310, 1.903], [-0.081, 1.310, 0.117], [0.884, -0.069, 0.370], [-1.114, -1.592, -0.487], [-2.096, -0.132, -0.063]], "lumo_energy_ev": 0.61, "total_energy_ha": -6457.42378, "orbital_gap_ha": 0.3871, "smiles": "CCOC(C)=O.CCOC(C)=O.CCOC(C)=O.CCOC(C)=O.BrCCBr", "total_charge": 0}